1.
{"formula": "C3H8N2", "method": "ωB97M-V with the def2-TZVPD basis set", "elements": ["C", "C", "C", "N", "N", "H", "H", "H", "H", "H", "H", "H", "H"], "positions_angstrom": [[-1.5623, 0.4908, -0.5565], [-0.1507, 0.1430, -0.1577], [0.2298, -1.1310, 0.0673], [1.5482, -1.5058, 0.4491], [0.6837, 1.2406, -0.0565], [-1.6272, 0.8608, -1.5814], [-2.1908, -0.4017, -0.4922], [-1.9408, 1.2302, 0.1498], [-0.5371, -1.8658, -0.1338], [2.2153, -0.7840, 0.1918], [1.6526, -1.6630, 1.4502], [0.2038, 2.1352, 0.0727], [1.4757, 1.2505, 0.5971]], "mulliken_spin": [0.1570, 1.5727, -0.6155, 0.3002, 2.0027, -0.2293, -0.1733, -0.1789, -0.1143, -0.2326, -0.2839, -0.6437, -0.5611], "de_lowest_kj_mol": 8.8, "gap_ev": [3.2, 7.9], "homo_ev": [1.35, -3.47], "e_lumo_ev": [4.59, 4.47], "spin_multiplicity": 2, "charge": -1}



2.
{"formula": "C3H8N2", "method": "ωB97M-V with the def2-TZVPD basis set", "elements": ["C", "C", "N", "H", "H", "H", "H", "H", "C", "N", "H", "H", "H"], "positions_angstrom": [[1.3267, -1.0527, -1.1986], [1.8063, -0.7061, -0.0052], [1.2650, 0.2124, 0.8895], [0.4004, -0.6470, -1.5851], [1.8321, -1.8308, -1.7456], [2.7519, -1.1398, 0.2995], [0.2585, 0.2039, 0.9351], [1.6922, 0.1675, 1.8011], [-2.4257, 0.6600, -0.1069], [-1.7653, 1.7250, 0.0573], [-2.6707, 0.3636, -1.1191], [-2.7731, 0.0564, 0.7389], [-1.6984, 1.9878, 1.0393]], "lowdin_charge": [-0.0339, -0.3116, 0.0338, 0.0379, 0.0348, 0.0954, 0.0480, 0.0739, -0.1502, 0.0142, 0.0561, 0.0650, 0.0367], "smiles": "C=CN.C=N", "de_lowest_kj_mol": 247.5, "gap_ev": 9.3, "homo_ev": -8.26, "e_lumo_ev": 1.00}



3.
{"formula": "C3H8N2", "method": "ωB97M-V with the def2-TZVPD basis set", "elements": ["H", "N", "C", "N", "H", "H", "H", "C", "C", "H", "H", "H", "H"], "positions_angstrom": [[0.5739, 0.3048, -1.7200], [0.7025, -0.3951, -0.9879], [0.2214, -1.4620, -1.5127], [0.0992, -2.6419, -0.8395], [0.1456, -1.5396, -2.5987], [-0.0517, -2.6278, 0.1548], [-0.4528, -3.3145, -1.3438], [0.4025, 1.9973, 1.1810], [-0.7183, 1.7950, 1.8564], [1.1228, 2.7411, 1.5246], [0.5451, 1.5944, 0.1907], [-1.1320, 2.4603, 2.6084], [-1.4583, 1.0880, 1.4866]], "lowdin_charge": [0.0349, 0.0511, -0.3858, 0.0712, 0.1137, 0.0932, 0.0805, -0.0870, -0.0928, 0.0462, -0.0015, 0.0399, 0.0365], "smiles": "[H]/N=C/N.C=C", "de_lowest_kj_mol": 233.7, "gap_ev": 10.3, "homo_ev": -9.36, "e_lumo_ev": 0.89}



4.
{"formula": "C3H8N2", "method": "ωB97M-V with the def2-TZVPD basis set", "elements": ["C", "C", "C", "H", "H", "H", "H", "H", "H", "H", "H", "N", "N"], "positions_angstrom": [[-1.1343, 0.8336, 1.7918], [-0.5949, -0.3518, -0.3057], [1.5865, -0.3725, -1.3590], [-0.9443, 2.2810, 2.0064], [-0.7604, 0.0019, 3.0967], [-2.3950, 0.5389, 1.0463], [0.5319, 1.1738, 0.4864], [-1.6014, -0.8124, -0.3501], [1.9711, -0.9611, -0.3837], [2.0134, 0.7151, -1.2851], [2.1472, -0.9224, -2.1865], [-0.1554, 0.2474, 0.9190], [0.1403, -0.6290, -1.3750]], "lowdin_charge": [-0.2465, -0.2913, -0.2047, 0.1512, 0.1634, 0.1547, 0.2049, 0.0982, 0.1034, 0.0835, 0.0684, -0.2199, -0.0652], "de_lowest_kj_mol": 772.4, "gap_ev": 9.2, "homo_ev": -9.02, "e_lumo_ev": 0.19}



5.
{"formula": "C3H8N2", "method": "ωB97M-V with the def2-TZVPD basis set", "elements": ["H", "N", "C", "N", "H", "H", "H", "C", "C", "H", "H", "H", "H"], "positions_angstrom": [[5.4997, 1.5458, 0.8176], [4.8064, 2.2318, 1.0724], [3.7470, 1.5603, 1.4697], [2.8431, 1.1774, 0.4897], [3.5639, 1.4202, 2.5991], [3.0066, 1.7904, -0.4664], [1.9153, 0.9210, 0.7597], [-4.7955, -2.0247, -0.8090], [-3.6058, -1.6423, -1.5015], [-5.9578, -1.8343, -1.4165], [-4.6301, -2.4960, 0.1862], [-3.6556, -1.3125, -2.5089], [-2.7373, -1.3371, -0.6921]], "lowdin_charge": [0.0157, -0.0549, -0.3724, 0.0438, 0.1249, 0.1857, 0.0571, -0.1247, -0.1224, 0.1297, 0.0236, -0.0011, 0.0947], "smiles": "[H]/N=C\\N.C=C", "de_lowest_kj_mol": 562.9, "gap_ev": 8.7, "homo_ev": -7.93, "e_lumo_ev": 0.75}



6.
{"formula": "C3H8N2", "method": "ωB97M-V with the def2-TZVPD basis set", "elements": ["C", "C", "C", "N", "N", "H", "H", "H", "H", "H", "H", "H", "H"], "positions_angstrom": [[-0.1308, -0.0838, -0.3961], [-1.0606, -0.9221, 0.4761], [-0.0005, 1.3894, -0.3525], [0.6017, -0.7088, -1.4796], [1.6732, -0.7416, -0.5257], [-0.7640, -1.0245, 1.4742], [-1.1874, -2.0007, 0.0908], [-2.0752, -0.5701, 0.4453], [0.0179, 1.9014, 0.5710], [-0.8868, 1.7300, -1.0148], [0.7326, 1.6462, -0.9958], [0.1891, -1.6545, -1.6903], [2.1292, 0.1670, -0.7766]], "lowdin_charge": [-0.3446, -0.0372, -0.0568, -0.1735, 0.0126, 0.0508, 0.1040, 0.0670, 0.0727, 0.1257, 0.0250, 0.1101, 0.0442], "de_lowest_kj_mol": 454.1, "gap_ev": 9.2, "homo_ev": -8.17, "e_lumo_ev": 1.03}



7.
{"formula": "C3H8N2", "method": "ωB97M-V with the def2-TZVPD basis set", "elements": ["C", "C", "N", "N", "C", "H", "H", "H", "H", "H", "H", "H", "H"], "positions_angstrom": [[-2.3375, 0.1808, -0.0070], [-0.8340, 0.2741, 0.0079], [-0.1044, -0.7961, -0.0139], [1.2302, -0.6263, 0.0225], [1.9246, 0.6574, -0.0096], [-2.7232, -0.3810, -0.8476], [-2.6797, -0.2872, 0.9222], [-2.7654, 1.1726, -0.0524], [-0.4084, 1.2729, 0.0091], [1.7656, -1.4626, -0.0310], [3.0164, 0.4782, 0.0545], [1.6258, 1.2741, 0.8800], [1.7697, 1.2161, -0.9432]], "lowdin_charge": [-0.0980, -0.2386, 0.0005, -0.1603, -0.1214, 0.0633, 0.0701, 0.0569, 0.0815, 0.1023, 0.0825, 0.0857, 0.0754], "smiles": "C/C=N/NC", "de_lowest_kj_mol": 230.7, "gap_ev": 9.1, "homo_ev": -8.04, "e_lumo_ev": 1.11}



8.
{"formula": "C3H8N2O", "method": "ωB97M-V with the def2-TZVPD basis set", "elements": ["C", "N", "C", "C", "O", "N", "H", "H", "H", "H", "H", "H", "H", "H"], "positions_angstrom": [[0.8951, 0.2424, -1.7965], [0.2657, 0.0959, -0.5091], [0.6771, -0.4026, 1.4579], [-1.0278, 0.2472, -0.3801], [-1.9518, 0.5520, -1.1261], [-1.2493, -0.0622, 1.0563], [0.1349, 0.4549, -2.5593], [1.6244, 1.0628, -1.7938], [1.4242, -0.6772, -2.0807], [0.2894, -0.9163, 2.3404], [1.4369, -1.0195, 0.9876], [1.0358, 0.5907, 1.7008], [-1.8498, -0.8800, 1.1609], [-1.7049, 0.7118, 1.5417]], "lowdin_charge": [-0.1027, -0.0754, 0.0839, -0.6332, 0.0081, 0.0954, 0.0787, 0.0728, 0.0727, 0.0407, 0.0484, 0.0612, 0.1239, 0.1254], "de_lowest_kj_mol": 414.3, "gap_ev": 8.9, "homo_ev": -8.53, "e_lumo_ev": 0.35}



9.
{"formula": "C3H8N2O", "method": "ωB97M-V with the def2-TZVPD basis set", "elements": ["C", "N", "C", "C", "N", "O", "H", "H", "H", "H", "H", "H", "H", "H"], "positions_angstrom": [[-1.3816, -1.0857, 0.3754], [-0.3036, -0.1771, 0.0172], [-0.4889, 1.3295, -0.2220], [0.9560, -0.6810, -0.0787], [1.8725, 0.3128, -0.3778], [1.2780, -1.8566, 0.0055], [-0.9754, -2.0974, 0.4795], [-1.8491, -0.7940, 1.3225], [-2.1550, -1.0994, -0.4002], [0.1807, 1.8280, -0.9424], [-1.4975, 1.3943, -0.6199], [-0.4398, 1.8709, 0.7316], [2.7990, -0.0682, -0.5122], [2.0045, 1.1239, 0.2214]], "lowdin_charge": [-0.0521, -0.1323, -0.0280, -0.6181, 0.1112, 0.0348, 0.0860, 0.0842, 0.0846, 0.0819, 0.0726, 0.0808, 0.0979, 0.0964], "smiles": "CN(C)C(N)=O", "de_lowest_kj_mol": 67.3, "gap_ev": 10.0, "homo_ev": -9.21, "e_lumo_ev": 0.80}



Repeat the ninth record exactly.
{"formula": "C3H8N2O", "method": "ωB97M-V with the def2-TZVPD basis set", "elements": ["C", "N", "C", "C", "N", "O", "H", "H", "H", "H", "H", "H", "H", "H"], "positions_angstrom": [[-1.3816, -1.0857, 0.3754], [-0.3036, -0.1771, 0.0172], [-0.4889, 1.3295, -0.2220], [0.9560, -0.6810, -0.0787], [1.8725, 0.3128, -0.3778], [1.2780, -1.8566, 0.0055], [-0.9754, -2.0974, 0.4795], [-1.8491, -0.7940, 1.3225], [-2.1550, -1.0994, -0.4002], [0.1807, 1.8280, -0.9424], [-1.4975, 1.3943, -0.6199], [-0.4398, 1.8709, 0.7316], [2.7990, -0.0682, -0.5122], [2.0045, 1.1239, 0.2214]], "lowdin_charge": [-0.0521, -0.1323, -0.0280, -0.6181, 0.1112, 0.0348, 0.0860, 0.0842, 0.0846, 0.0819, 0.0726, 0.0808, 0.0979, 0.0964], "smiles": "CN(C)C(N)=O", "de_lowest_kj_mol": 67.3, "gap_ev": 10.0, "homo_ev": -9.21, "e_lumo_ev": 0.80}



What did the third record say?
{"formula": "C3H8N2", "method": "ωB97M-V with the def2-TZVPD basis set", "elements": ["H", "N", "C", "N", "H", "H", "H", "C", "C", "H", "H", "H", "H"], "positions_angstrom": [[0.5739, 0.3048, -1.7200], [0.7025, -0.3951, -0.9879], [0.2214, -1.4620, -1.5127], [0.0992, -2.6419, -0.8395], [0.1456, -1.5396, -2.5987], [-0.0517, -2.6278, 0.1548], [-0.4528, -3.3145, -1.3438], [0.4025, 1.9973, 1.1810], [-0.7183, 1.7950, 1.8564], [1.1228, 2.7411, 1.5246], [0.5451, 1.5944, 0.1907], [-1.1320, 2.4603, 2.6084], [-1.4583, 1.0880, 1.4866]], "lowdin_charge": [0.0349, 0.0511, -0.3858, 0.0712, 0.1137, 0.0932, 0.0805, -0.0870, -0.0928, 0.0462, -0.0015, 0.0399, 0.0365], "smiles": "[H]/N=C/N.C=C", "de_lowest_kj_mol": 233.7, "gap_ev": 10.3, "homo_ev": -9.36, "e_lumo_ev": 0.89}